The following is a quantum chemistry calculation of a 6-piece molecular cluster, C45H74B2F4N4O16S overall, from the Open Molecules 2025 dataset.

Largest force on an atom: 3.8 eV/Å
HOMO level: -0.3033 Eh
SMILES string: C#CCCCN(C)[C@](CCCCCCCCCCOC)(ON=O)[C@@H](O[C@](N=C=S)(B(N)O)B(O)CC)C(F)(F)C(F)F.O=C1CCCO1.O=C1CCCO1.O=C1CCCO1.O=C1CCCO1.O=C1CCCO1
Multiplicity: 1

Structure (XYZ):
```
146
C45H74B2F4N4O16S | the Open Molecules 2025 dataset | ωB97M-V/def2-TZVPD
C 5.03125 0.37117 2.00740
C 5.18622 0.73383 0.88939
C 5.29461 1.41762 -0.48677
C 4.17662 2.51254 -0.62561
C 3.69864 2.79986 -2.10114
N 2.60354 2.00204 -2.64808
C 2.73913 2.01042 -4.10929
C 1.25954 2.20994 -2.10974
C 0.14386 2.62917 -3.17188
C -0.48291 1.50926 -4.06805
C -1.89406 0.96145 -3.61422
C -3.01497 2.05149 -3.48064
C -3.35872 2.20580 -1.93553
C -4.00521 0.92164 -1.29470
C -5.55489 0.98987 -1.10251
C -6.13518 -0.22926 -0.28826
C -5.43679 -1.60358 -0.56817
C -5.69794 -2.21101 -2.00972
O -6.46085 -1.37054 -2.88806
C -5.67114 -0.91575 -3.99969
O 1.31897 3.34378 -1.20354
N 1.11560 4.57384 -1.72813
O 0.59077 5.30080 -0.95978
C 0.70385 0.87845 -1.36788
O 0.85182 -0.30590 -2.10265
C 1.92599 -1.20762 -1.96144
N 3.32599 -0.71431 -1.75441
C 4.17996 -1.34128 -2.33853
S 5.44814 -2.32796 -2.50499
B 1.98486 -2.01255 -3.40062
N 1.99344 -1.32930 -4.72240
O 1.98621 -3.42213 -3.43155
B 1.72154 -2.46036 -0.91000
O 0.50088 -3.15472 -0.93077
C 2.79252 -2.91759 0.18196
C 1.99816 -3.73535 1.31084
C 0.87516 0.77855 0.17639
F 0.58653 1.92236 0.90376
F 2.09637 0.33583 0.63439
C -0.18057 -0.25883 0.82699
F -0.94227 0.30768 1.82327
F -1.04667 -0.81863 -0.09556
H 4.89004 0.32165 3.09901
H 5.36455 0.69414 -1.32555
H 6.28377 1.95285 -0.45590
H 3.29184 2.38178 0.03684
H 4.65330 3.47234 -0.27360
H 4.62951 2.61688 -2.70870
H 3.57161 3.92163 -2.18664
H 2.50513 3.04884 -4.49876
H 2.09727 1.30279 -4.67676
H 3.78807 1.80052 -4.48624
H -0.70809 2.99928 -2.53560
H 0.49808 3.42729 -3.86932
H -0.67686 1.95807 -5.08428
H 0.14660 0.61448 -4.27620
H -1.81970 0.27793 -2.72426
H -2.22123 0.28058 -4.45373
H -3.97638 1.79514 -3.98445
H -2.67952 3.07356 -3.80751
H -4.02482 3.07503 -1.71388
H -2.40326 2.39660 -1.36806
H -3.52870 0.79318 -0.28184
H -3.74461 -0.00535 -1.86555
H -6.06769 1.01262 -2.09481
H -5.80788 1.91711 -0.53392
H -5.97542 -0.01385 0.80678
H -7.24595 -0.33500 -0.40590
H -4.33254 -1.60045 -0.36221
H -5.85751 -2.34351 0.16267
H -6.27252 -3.16749 -1.88674
H -4.70139 -2.47924 -2.44767
H -4.60511 -0.73993 -3.71504
H -5.74463 -1.61296 -4.87273
H -6.10850 0.07713 -4.29362
H -0.40790 1.08905 -1.42947
H 1.13286 -1.46349 -5.25395
H 2.77856 -1.72585 -5.25330
H 1.81093 -3.69419 -4.34949
H -0.11856 -2.64119 -1.48542
H 3.57867 -3.61781 -0.18858
H 3.21046 -2.02258 0.71633
H 1.02027 -3.25156 1.57054
H 1.73050 -4.73021 0.86830
H 2.57315 -3.81973 2.26058
H 0.38161 -1.10628 1.30430
O 5.18576 5.06793 0.87428
C 4.26226 5.66119 1.35763
O 4.33722 6.94593 1.79216
C 3.09735 7.31704 2.41314
C 2.06563 6.36219 1.84642
C 2.88261 5.10201 1.61753
H 3.20723 7.21609 3.49643
H 2.86832 8.35590 2.17782
H 1.20705 6.21734 2.50196
H 1.69759 6.73901 0.88951
H 2.91778 4.47028 2.50757
H 2.52156 4.53642 0.76153
O 6.58344 0.14029 5.36639
C 5.58021 0.48814 5.91601
O 4.33717 0.35780 5.37212
C 3.36848 0.97049 6.23674
C 4.01868 1.00256 7.60594
C 5.49014 1.16540 7.26313
H 3.14771 1.97177 5.85742
H 2.45181 0.38178 6.23239
H 3.62685 1.78995 8.24965
H 3.86391 0.04635 8.11203
H 5.76924 2.21487 7.15176
H 6.13177 0.67362 7.99099
O 4.37852 2.28240 -6.31860
C 4.93164 1.37429 -6.87150
O 5.10720 1.30263 -8.21630
C 5.70385 0.04240 -8.55786
C 6.38779 -0.43182 -7.29076
C 5.48860 0.13650 -6.20605
H 4.91377 -0.63934 -8.88430
H 6.40839 0.18253 -9.37679
H 6.50454 -1.51445 -7.24372
H 7.38134 0.01683 -7.21560
H 4.66443 -0.53703 -5.96388
H 6.04937 0.39276 -5.30920
O -7.29611 -2.78434 3.17611
C -6.14733 -2.55053 3.43051
O -5.18633 -2.38198 2.48396
C -3.90763 -2.22761 3.12023
C -4.21699 -1.76418 4.52946
C -5.54459 -2.44660 4.81079
H -3.39206 -3.19161 3.10294
H -3.31159 -1.49885 2.57042
H -3.43402 -2.01232 5.24580
H -4.35246 -0.67949 4.54182
H -5.40884 -3.44974 5.21532
H -6.17313 -1.85055 5.46852
O -5.77215 -4.34174 7.41215
C -6.34353 -5.36300 7.15007
O -5.74391 -6.58151 7.14139
C -6.67510 -7.57319 6.68131
C -8.04646 -6.97756 6.92932
C -7.79204 -5.49126 6.74152
H -6.48844 -7.75994 5.62057
H -6.52382 -8.49980 7.23388
H -8.81586 -7.37945 6.27042
H -8.35315 -7.16973 7.96063
H -7.89460 -5.18780 5.69705
H -8.43304 -4.88733 7.38013
```

These are the Mulliken partial charges, in e, on atoms 1 to 99: number 1, C, carries 0.340; number 2, C, carries -0.520; number 3, C, carries -0.666; number 4, C, carries 0.894; number 5, C, carries -1.233; number 6, N, carries 1.908; number 7, C, carries -0.871; number 8, C, carries 0.670; number 9, C, carries -2.109; number 10, C, carries -0.460; number 11, C, carries 0.147; number 12, C, carries -1.101; number 13, C, carries -0.334; number 14, C, carries 0.372; number 15, C, carries -0.804; number 16, C, carries -0.746; number 17, C, carries 0.563; number 18, C, carries -0.648; number 19, O, carries -0.420; number 20, C, carries -0.352; number 21, O, carries -0.001; number 22, N, carries 0.150; number 23, O, carries -0.443; number 24, C, carries 0.031; number 25, O, carries 0.285; number 26, C, carries -0.816; number 27, N, carries 0.358; number 28, C, carries 0.264; number 29, S, carries -0.213; number 30, B, carries 0.461; number 31, N, carries -0.589; number 32, O, carries -0.758; number 33, B, carries 0.594; number 34, O, carries -0.611; number 35, C, carries 0.171; number 36, C, carries -1.125; number 37, C, carries 0.788; number 38, F, carries -0.425; number 39, F, carries 0.000; number 40, C, carries -0.033; number 41, F, carries -0.370; number 42, F, carries -0.091; number 43, H, carries -0.048; number 44, H, carries 0.069; number 45, H, carries 0.589; number 46, H, carries -0.331; number 47, H, carries 0.160; number 48, H, carries 0.398; number 49, H, carries 0.051; number 50, H, carries 0.360; number 51, H, carries -0.047; number 52, H, carries 0.124; number 53, H, carries 0.811; number 54, H, carries 0.642; number 55, H, carries 0.467; number 56, H, carries -0.300; number 57, H, carries -0.454; number 58, H, carries 0.558; number 59, H, carries 0.439; number 60, H, carries 0.420; number 61, H, carries 0.555; number 62, H, carries 0.061; number 63, H, carries 0.039; number 64, H, carries -0.227; number 65, H, carries 0.126; number 66, H, carries 0.477; number 67, H, carries 0.241; number 68, H, carries 0.322; number 69, H, carries -0.380; number 70, H, carries 0.277; number 71, H, carries 0.423; number 72, H, carries 0.213; number 73, H, carries -0.021; number 74, H, carries 0.345; number 75, H, carries 0.239; number 76, H, carries -0.669; number 77, H, carries 0.198; number 78, H, carries 0.166; number 79, H, carries 0.291; number 80, H, carries 0.323; number 81, H, carries 0.359; number 82, H, carries -0.082; number 83, H, carries 0.146; number 84, H, carries 0.310; number 85, H, carries 0.336; number 86, H, carries -0.107; number 87, O, carries -0.617; number 88, C, carries 0.480; number 89, O, carries -0.411; number 90, C, carries -0.526; number 91, C, carries -0.505; number 92, C, carries 1.087; number 93, H, carries 0.228; number 94, H, carries 0.389; number 95, H, carries 0.412; number 96, H, carries 0.177; number 97, H, carries 0.190; number 98, H, carries -0.955; number 99, O, carries -0.555

The following is a quantum chemistry calculation of a 14-piece molecular cluster, C45H76NO34 overall, from the Open Molecules 2025 dataset.

Largest force on an atom: 7.8 eV/Å
HOMO level: -0.4178 Eh
ΔE to the lowest compared entry with this formula, charge and spin: 0.000 eV
Total charge: +1
Multiplicity: 1

Structure (XYZ):
```
156
C45H76NO34 | the Open Molecules 2025 dataset | ωB97M-V/def2-TZVPD
C -1.28252 -1.45427 0.58014
C -0.18887 -1.27371 -0.45628
C -0.74966 -0.96672 -1.86916
C -1.14743 0.44362 -2.23381
C 0.05215 1.38461 -1.90274
C 0.56121 1.34955 -0.42989
N 0.76997 -0.14499 -0.06948
O 1.34921 -0.32026 1.07328
C -0.42565 1.90052 0.62261
C 1.86837 2.12391 -0.29956
C 0.73481 -2.49433 -0.50080
H -1.79225 -0.49949 0.71342
H -0.97976 -1.81284 1.56375
H -1.99884 -2.18554 0.20549
H -1.51544 -1.71313 -2.08568
H 0.03803 -1.18225 -2.59631
H -2.00087 0.74865 -1.62220
H -1.46361 0.55782 -3.26987
H -0.20667 2.40218 -2.19584
H 0.92083 1.15206 -2.52117
H -1.48604 1.64888 0.60595
H -0.38988 2.98198 0.48264
H -0.06645 1.73365 1.63844
H 1.67941 3.16521 -0.55418
H 2.59055 1.70768 -1.00472
H 2.46877 2.04393 0.60640
H 1.15804 -2.81071 0.45168
H 1.56938 -2.43125 -1.19916
H 0.08496 -3.31590 -0.81013
C 2.25827 -2.54474 -5.47363
C 2.60524 -3.26133 -4.14712
O 3.00136 -2.13367 -3.35297
C 2.81813 -0.93984 -3.97979
O 2.96894 0.09934 -3.40285
O 2.35461 -1.13733 -5.22457
H 1.30124 -2.80690 -5.92029
H 3.07018 -2.71429 -6.18165
H 3.39666 -3.98916 -4.30645
H 1.67561 -3.60103 -3.69168
C -0.99585 1.92125 7.05388
C 0.11724 1.27299 6.23686
O -0.31658 1.30480 4.86320
C -1.45513 1.94463 4.79494
O -2.05978 2.19945 3.79810
O -1.94669 2.24301 6.04895
H -0.57233 2.78605 7.56618
H -1.47836 1.30383 7.81049
H 0.16078 0.22350 6.52889
H 1.07538 1.75355 6.42296
C -3.41319 -5.47791 2.68060
C -2.36369 -4.40364 2.44823
O -1.36027 -5.07583 1.73254
C -1.51149 -6.42066 1.90699
O -0.66895 -7.23465 1.68160
O -2.66722 -6.68207 2.55998
H -4.24309 -5.52067 1.97519
H -3.78379 -5.33862 3.69548
H -2.11251 -4.04025 3.44516
H -2.74272 -3.57625 1.84986
C -3.90585 -1.40820 7.00104
C -4.65150 -2.17823 5.95813
O -3.76769 -2.37748 4.87955
C -2.70827 -1.52431 5.05037
O -1.76162 -1.43725 4.29684
O -2.81798 -0.94867 6.20505
H -3.59429 -2.06907 7.81040
H -4.45875 -0.58261 7.44503
H -5.53485 -1.64625 5.59539
H -5.12545 -3.09045 6.32197
C 3.72039 5.26977 1.72955
C 2.30084 5.59515 1.19004
O 1.48590 4.69192 1.92633
C 2.18768 4.11208 2.86221
O 1.70631 3.40767 3.74942
O 3.47283 4.45496 2.86969
H 4.15573 6.23571 1.98981
H 4.39783 4.86353 0.97991
H 2.26598 5.37613 0.12190
H 1.95932 6.62714 1.25762
C -4.70714 -0.90167 -4.00846
C -4.44913 -2.19054 -3.26514
O -3.76907 -3.03038 -4.19202
C -3.15497 -2.24501 -5.08044
O -2.27637 -2.54037 -5.85688
O -3.64273 -0.96883 -4.96517
H -4.51976 0.00645 -3.44004
H -5.69517 -0.98732 -4.46136
H -5.36392 -2.65755 -2.90400
H -3.86116 -1.95217 -2.37706
C -0.69309 -5.06482 -4.42538
C -2.04026 -5.74188 -4.83342
O -2.68197 -5.95069 -3.56304
C -2.04945 -5.20047 -2.64553
O -2.36662 -5.05719 -1.48254
O -0.88854 -4.75419 -3.05571
H -0.57437 -4.14129 -4.99077
H 0.13872 -5.74276 -4.61218
H -1.86164 -6.71381 -5.29055
H -2.63742 -5.12597 -5.50332
C 2.52999 5.10398 -5.51642
C 2.32913 5.18585 -4.04637
O 1.35500 4.16444 -3.79723
C 1.41065 3.24794 -4.78319
O 0.85113 2.19638 -4.86734
O 2.27532 3.70579 -5.73444
H 3.57090 5.34934 -5.72135
H 1.82407 5.70121 -6.09225
H 1.91868 6.15750 -3.77127
H 3.27188 5.10308 -3.50617
C 6.30258 0.36703 2.69462
C 5.48531 1.42672 1.95680
O 4.48050 0.64281 1.30403
C 4.87408 -0.63029 1.24543
O 4.36232 -1.44680 0.50770
O 6.08261 -0.80876 1.86680
H 5.85261 0.21263 3.67617
H 7.36778 0.53301 2.83913
H 6.01349 1.97826 1.17882
H 5.07672 2.12541 2.68573
C -2.56608 4.41840 -1.01817
C -3.25946 5.66389 -1.56704
O -2.21164 6.52790 -1.96137
C -1.04917 5.97600 -1.59279
O 0.03846 6.47686 -1.78397
O -1.22798 4.67532 -1.29660
H -2.79324 3.48596 -1.53826
H -2.81876 4.23551 0.02657
H -3.79591 6.04606 -0.69511
H -4.08420 5.58389 -2.27381
C 2.66484 -3.61431 3.30340
C 1.39674 -3.25440 4.02711
O 1.58452 -3.27706 5.40390
H 3.54876 -3.27315 3.84460
H 2.65938 -3.27444 2.26806
H 2.77226 -4.70049 3.31998
H 0.56351 -3.92670 3.81948
H 1.07749 -2.25497 3.71338
H 2.36188 -2.76697 5.64419
C -4.89436 -0.65151 1.83014
C -4.89074 -1.05003 0.32505
O -4.44391 0.13149 -0.38324
H -3.88524 -0.35304 2.11401
H -5.24696 -1.44570 2.49005
H -5.56235 0.18511 2.03564
H -5.87870 -1.28435 -0.07407
H -4.23794 -1.88174 0.06286
H -5.20750 0.61776 -0.70228
C 5.14340 2.88064 -3.32703
C 5.35976 2.81927 -1.84184
O 4.40702 3.55435 -1.10907
H 5.22493 3.89006 -3.73738
H 4.30214 2.38773 -3.81269
H 6.04999 2.44721 -3.75761
H 6.39205 3.11935 -1.63327
H 5.42509 1.83201 -1.38026
H 4.35096 4.43500 -1.49094
```

These are the Mulliken partial charges, in e, on atoms 1 to 99: number 1, C, carries -0.367; number 2, C, carries 2.619; number 3, C, carries -1.081; number 4, C, carries -0.927; number 5, C, carries -0.800; number 6, C, carries 2.961; number 7, N, carries 0.936; number 8, O, carries -0.236; number 9, C, carries -1.787; number 10, C, carries -1.977; number 11, C, carries -1.159; number 12, H, carries -0.479; number 13, H, carries 0.235; number 14, H, carries -0.102; number 15, H, carries 0.073; number 16, H, carries -0.275; number 17, H, carries -0.071; number 18, H, carries 0.830; number 19, H, carries 0.332; number 20, H, carries -0.276; number 21, H, carries 0.065; number 22, H, carries 0.337; number 23, H, carries 0.515; number 24, H, carries 0.075; number 25, H, carries 0.416; number 26, H, carries 0.344; number 27, H, carries -0.104; number 28, H, carries 0.136; number 29, H, carries 0.146; number 30, C, carries -0.527; number 31, C, carries 0.288; number 32, O, carries -0.308; number 33, C, carries 0.407; number 34, O, carries -0.291; number 35, O, carries -0.340; number 36, H, carries 0.298; number 37, H, carries 0.315; number 38, H, carries 0.382; number 39, H, carries -0.236; number 40, C, carries -0.387; number 41, C, carries -0.317; number 42, O, carries 0.039; number 43, C, carries 0.724; number 44, O, carries -0.562; number 45, O, carries -0.453; number 46, H, carries 0.276; number 47, H, carries 0.265; number 48, H, carries 0.194; number 49, H, carries 0.310; number 50, C, carries -0.325; number 51, C, carries 0.980; number 52, O, carries -0.103; number 53, C, carries 0.503; number 54, O, carries -0.561; number 55, O, carries -0.383; number 56, H, carries 0.277; number 57, H, carries 0.317; number 58, H, carries -0.239; number 59, H, carries -0.405; number 60, C, carries -0.317; number 61, C, carries -0.510; number 62, O, carries -0.216; number 63, C, carries 0.351; number 64, O, carries -0.267; number 65, O, carries -0.271; number 66, H, carries 0.265; number 67, H, carries 0.303; number 68, H, carries 0.257; number 69, H, carries 0.373; number 70, C, carries -0.082; number 71, C, carries 0.192; number 72, O, carries -0.195; number 73, C, carries 0.518; number 74, O, carries -0.582; number 75, O, carries -0.325; number 76, H, carries 0.312; number 77, H, carries 0.057; number 78, H, carries -0.214; number 79, H, carries 0.387; number 80, C, carries -0.369; number 81, C, carries 0.445; number 82, O, carries -0.292; number 83, C, carries 0.660; number 84, O, carries -0.556; number 85, O, carries -0.400; number 86, H, carries 0.244; number 87, H, carries 0.294; number 88, H, carries 0.530; number 89, H, carries -0.488; number 90, C, carries -0.098; number 91, C, carries -0.351; number 92, O, carries -0.395; number 93, C, carries 0.666; number 94, O, carries -0.561; number 95, O, carries -0.111; number 96, H, carries -0.035; number 97, H, carries 0.402; number 98, H, carries 0.362; number 99, H, carries 0.143